The following is a quantum chemistry calculation of an isolated molecule of C15H23NO2, from the Open Molecules 2025 dataset.

```
41
Properties=species:S:1:pos:R:3:forces:R:3:mulliken_charge:R:1
C -4.990 0.621 -3.520 -0.057 0.101 0.406 -1.034
C -5.708 0.830 -2.189 -0.126 -0.172 -0.363 -0.406
O -4.939 1.568 -1.263 0.142 0.132 0.165 -0.463
C -3.886 0.971 -0.630 0.174 0.136 0.169 0.636
C -3.556 -0.379 -0.690 -0.230 0.118 -0.123 -0.044
C -2.470 -0.859 0.015 0.279 0.125 0.221 -0.999
C -1.685 -0.016 0.797 -0.219 -0.127 -0.184 0.476
O -0.651 -0.621 1.459 -0.122 -0.171 -0.116 -0.483
C 0.290 0.168 2.155 0.499 0.342 0.020 -0.708
C 1.271 0.873 1.197 -0.435 -0.173 0.094 -0.752
N 2.022 -0.032 0.352 -0.160 -0.266 -0.235 -0.492
C 3.132 -0.717 0.993 0.033 0.049 -0.046 0.917
C 4.344 0.230 1.158 0.001 -0.025 0.107 -0.909
C 5.516 -0.441 0.430 0.080 -0.048 0.114 -0.696
C 5.135 -1.918 0.385 -0.024 0.032 -0.145 -0.631
C 3.638 -1.864 0.109 0.002 -0.061 0.261 -1.073
C -2.018 1.333 0.864 0.205 -0.129 0.148 -0.118
C -3.103 1.812 0.158 -0.266 -0.113 -0.243 -0.913
H -4.078 0.045 -3.382 0.064 -0.062 -0.059 0.343
H -5.642 0.092 -4.210 -0.051 -0.070 -0.101 0.350
H -4.725 1.583 -3.950 0.017 0.068 -0.066 0.298
H -6.602 1.440 -2.343 0.075 -0.161 0.048 0.313
H -6.018 -0.131 -1.758 -0.013 0.112 0.008 0.323
H -4.135 -1.074 -1.277 -0.069 -0.027 -0.080 0.332
H -2.213 -1.906 -0.027 0.034 -0.118 -0.003 0.407
H 0.831 -0.547 2.782 -0.071 0.125 -0.012 0.451
H -0.202 0.896 2.810 -0.010 -0.072 -0.012 0.337
H 1.967 1.477 1.783 -0.036 0.084 -0.008 0.405
H 0.704 1.536 0.535 0.051 0.093 0.178 0.404
H 1.377 -0.714 -0.038 0.057 0.065 -0.016 0.249
H 2.853 -1.122 1.981 0.038 0.007 -0.096 0.049
H 4.578 0.371 2.213 0.031 0.057 0.034 0.296
H 4.116 1.202 0.723 -0.039 0.076 0.063 0.333
H 5.593 -0.056 -0.587 0.050 0.020 -0.046 0.281
H 6.467 -0.269 0.933 0.066 0.053 -0.074 0.355
H 5.683 -2.471 -0.377 0.050 -0.083 0.037 0.365
H 5.321 -2.385 1.354 0.042 -0.060 0.037 0.286
H 3.130 -2.805 0.322 -0.070 -0.041 -0.056 0.384
H 3.465 -1.600 -0.935 -0.038 0.020 -0.074 0.387
H -1.446 2.024 1.462 0.075 0.037 0.045 0.340
H -3.366 2.857 0.207 -0.029 0.125 0.001 0.402
```
Positions in Å, forces in eV/Å.

Its gap between HOMO and LUMO is 8.755 eV. The HOMO energy is -7.83 eV. The energy above the lowest of the compared OMol25 structures with the same formula, charge and spin is 1.826 eV. For the electronic energy, the calculation gives -21512.6820 eV. As for the SMILES: CCOc1ccc(OCCNC2CCCC2)cc1.